No. 1
ORCA calculation (the ωB97M-V functional and the def2-TZVPD basis) on the molecule C19H21BrN2O3.

## Properties
F_max: 0.6 eV Å⁻¹
Multiplicity: 1
Relative energy (zero: lowest compared OMol25 entry of this formula, charge and spin): 0.000 eV
Lowest unoccupied orbital energy: 0.6 eV
Calculated total energy: -3645.9330 Ha

Geometry as XYZ:
```
46
C19H21BrN2O3 (the ωB97M-V functional and the def2-TZVPD basis)
C 5.364 2.165 1.521
C 4.334 1.250 0.936
C 3.258 1.771 0.234
C 2.301 0.939 -0.310
Br 0.856 1.730 -1.280
C 2.378 -0.446 -0.172
N 1.380 -1.251 -0.718
C 1.264 -2.608 -0.706
O 2.089 -3.372 -0.257
C -0.069 -3.075 -1.270
C -1.058 -3.271 -0.103
N -1.075 -2.156 0.816
C -1.563 -0.921 0.538
O -1.445 0.023 1.277
O -2.181 -0.888 -0.664
C -2.842 0.340 -0.971
C -4.073 0.546 -0.130
C -4.327 1.772 0.467
C -5.461 1.948 1.241
C -6.343 0.898 1.432
C -6.090 -0.330 0.845
C -4.962 -0.504 0.064
C 3.464 -0.959 0.531
C 4.435 -0.138 1.081
C 5.582 -0.744 1.827
H 5.421 2.034 2.601
H 5.123 3.203 1.310
H 6.348 1.945 1.109
H 3.163 2.839 0.109
H 0.618 -0.731 -1.139
H 0.073 -4.032 -1.772
H -0.473 -2.351 -1.977
H -0.778 -4.158 0.465
H -2.064 -3.407 -0.508
H -0.492 -2.206 1.636
H -3.101 0.252 -2.030
H -2.146 1.174 -0.832
H -3.632 2.586 0.330
H -5.652 2.905 1.703
H -7.224 1.035 2.041
H -6.773 -1.153 0.994
H -4.759 -1.462 -0.394
H 3.539 -2.029 0.640
H 5.600 -0.386 2.856
H 6.528 -0.466 1.364
H 5.504 -1.827 1.836
```

Here are the Mulliken charges for atoms 1 to 5, given in e:
1 C -1.54
2 C 1.09
3 C -0.92
4 C -0.06
5 Br -0.25

=====

No. 2
ORCA calculation (the ωB97M-V functional and the def2-TZVPD basis) on a cluster of 2 separate species, C19H21F4OSi in total at a distorted geometry.

## Properties
Net charge: +1
F_max: 1.9 eV Å⁻¹
Multiplicity: 1
Relative energy (zero: lowest compared OMol25 entry of this formula, charge and spin): 1.438 eV
Lowest unoccupied orbital energy: -6.4 eV
Calculated total energy: -1500.5197 Ha

Geometry as XYZ:
```
46
C19H21F4OSi (the ωB97M-V functional and the def2-TZVPD basis)
C 0.324 -2.941 -0.187
C 0.965 -1.603 -0.439
C 0.207 -0.466 -0.333
O 2.260 -1.617 -0.827
Si 3.709 -1.055 -0.084
C 4.796 -2.578 -0.139
C 4.334 0.319 -1.187
C 3.352 -0.525 1.669
H -0.690 -2.770 0.190
H 0.240 -3.529 -1.113
H 0.885 -3.527 0.558
H 0.521 0.471 -0.780
H -0.593 -0.536 0.399
H 5.777 -2.422 0.326
H 4.305 -3.408 0.390
H 4.959 -2.898 -1.178
H 5.259 0.765 -0.793
H 4.545 -0.066 -2.195
H 3.587 1.118 -1.281
H 4.274 -0.207 2.179
H 2.639 0.312 1.708
H 2.928 -1.363 2.243
F -3.954 -0.926 3.219
C -3.836 -0.992 1.847
C -4.266 -2.152 1.207
C -4.087 -2.195 -0.174
F -4.544 -3.306 -0.845
C -3.496 -1.180 -0.891
C -2.941 -0.055 -0.198
C -1.990 0.773 -0.872
C -1.664 2.144 -0.570
C -1.545 3.081 -1.643
C -1.161 4.384 -1.385
F -1.046 5.272 -2.428
C -0.917 4.864 -0.096
C -1.009 3.930 0.934
F -0.758 4.356 2.222
C -1.377 2.604 0.743
C -3.301 0.104 1.177
H -4.690 -2.982 1.765
H -3.390 -1.244 -1.974
H -1.747 0.447 -1.890
H -1.758 2.759 -2.659
H -0.620 5.891 0.092
H -1.389 1.915 1.584
H -3.095 1.034 1.708
```

Here are the Mulliken charges for atoms 1 to 5, given in e:
1 C -1.00
2 C 0.32
3 C -0.53
4 O -0.41
5 Si 0.26

=====

No. 3
ORCA calculation (the ωB97M-V functional and the def2-TZVPD basis) on the molecule C19H21FN2O at a distorted geometry.

## Properties
F_max: 5.0 eV Å⁻¹
Multiplicity: 1
Relative energy (zero: lowest compared OMol25 entry of this formula, charge and spin): 5.468 eV
Lowest unoccupied orbital energy: 0.6 eV
Calculated total energy: -1021.0669 Ha

Geometry as XYZ:
```
44
C19H21FN2O (the ωB97M-V functional and the def2-TZVPD basis)
C 1.598 1.904 5.480
N 1.836 0.979 4.339
O 2.860 0.008 4.502
C 2.431 -1.229 3.863
C 0.950 -1.087 3.610
C 0.488 -1.742 2.349
N -0.807 -1.146 2.035
C -0.894 0.258 1.629
C -0.889 0.262 0.066
C 0.153 0.678 -0.717
C 0.105 0.576 -2.161
C -0.980 -0.048 -2.768
C -0.995 -0.024 -4.264
C -1.335 -1.155 -4.989
C -1.362 -1.201 -6.394
C -0.927 -0.093 -7.102
C -0.504 1.115 -6.375
F -0.114 2.267 -6.965
C -0.487 1.220 -4.990
C -2.022 -0.400 -2.020
C -1.943 -0.313 -0.621
C 0.316 1.058 2.277
C 0.692 0.397 3.688
H 0.591 1.729 5.847
H 2.297 1.731 6.361
H 1.687 2.903 5.227
H 2.559 -2.068 4.581
H 2.914 -1.506 2.918
H 0.508 -1.697 4.480
H 1.164 -1.626 1.558
H 0.345 -2.848 2.476
H -1.363 -1.700 1.366
H -1.735 0.734 2.066
H 1.053 1.147 -0.401
H 1.002 0.897 -2.771
H -1.804 -2.035 -4.604
H -1.584 -2.172 -6.937
H -0.688 -0.105 -8.180
H -0.249 2.134 -4.493
H -2.965 -0.768 -2.461
H -2.865 -0.650 -0.125
H -0.045 2.091 2.665
H 1.190 1.087 1.642
H -0.181 0.439 4.313
```

Here are the Mulliken charges for atoms 1 to 5, given in e:
1 C -0.88
2 N 0.21
3 O -0.40
4 C -0.61
5 C 0.51

=====

No. 4
ORCA calculation (the ωB97M-V functional and the def2-TZVPD basis) on the ion C19H21N2S with charge +1 at a distorted geometry.

## Properties
Net charge: +1
F_max: 2.5 eV Å⁻¹
Multiplicity: 1
Relative energy (zero: lowest compared OMol25 entry of this formula, charge and spin): 0.000 eV
Lowest unoccupied orbital energy: -2.8 eV
Calculated total energy: -1244.0999 Ha

Geometry as XYZ:
```
43
C19H21N2S (the ωB97M-V functional and the def2-TZVPD basis)
C -2.614 -0.160 1.886
C -2.428 1.301 2.209
N -1.026 1.672 1.961
C -0.033 0.776 2.172
N -0.257 -0.529 2.328
C -1.601 -1.027 2.599
C 0.920 -1.366 2.585
C 2.124 -0.526 2.205
S 1.641 1.224 2.259
H -3.629 -0.465 2.154
H -2.513 -0.283 0.800
H -3.071 1.914 1.574
H -2.692 1.544 3.248
H -1.795 -1.041 3.683
H -1.653 -2.061 2.243
H 0.970 -1.651 3.646
H 0.871 -2.291 2.002
H 2.965 -0.649 2.889
H 2.440 -0.721 1.172
C -0.673 3.033 1.631
C -1.379 4.009 2.563
C -1.434 3.650 3.919
C -2.049 4.476 4.863
C -2.646 5.673 4.449
C -2.560 6.058 3.103
C -1.831 5.280 2.193
C -0.707 3.230 0.121
C 0.279 2.614 -0.658
C 0.406 2.910 -2.018
C -0.469 3.835 -2.603
C -1.549 4.330 -1.869
C -1.702 3.965 -0.525
H 0.391 3.150 1.903
H -1.009 2.699 4.246
H -2.055 4.168 5.911
H -3.154 6.314 5.170
H -3.039 6.981 2.765
H -1.642 5.663 1.188
H 0.975 1.899 -0.196
H 1.192 2.431 -2.603
H -0.349 4.146 -3.643
H -2.283 5.000 -2.323
H -2.580 4.274 0.036
```

Here are the Mulliken charges for atoms 1 to 5, given in e:
1 C -0.83
2 C -0.61
3 N 0.67
4 C 0.58
5 N -0.01

=====

No. 5
ORCA calculation (the ωB97M-V functional and the def2-TZVPD basis) on the molecule C19H21N3O2S.

## Properties
F_max: 0.6 eV Å⁻¹
Multiplicity: 1
Relative energy (zero: lowest compared OMol25 entry of this formula, charge and spin): 1.557 eV
Lowest unoccupied orbital energy: 0.6 eV
Calculated total energy: -1449.5688 Ha

Geometry as XYZ:
```
46
C19H21N3O2S (the ωB97M-V functional and the def2-TZVPD basis)
C -6.217 -2.720 -0.999
O -6.245 -1.710 -0.020
C -5.224 -0.811 0.017
C -5.314 0.174 1.003
C -4.331 1.128 1.134
C -3.224 1.125 0.284
N -2.263 2.132 0.445
C -1.002 2.226 -0.065
S -0.406 3.742 -0.371
N -0.288 1.090 -0.287
C 1.002 1.189 -0.937
C 2.125 1.313 0.101
N 2.049 0.196 1.010
C 2.971 -0.789 1.140
O 2.801 -1.745 1.875
C 4.225 -0.622 0.337
C 4.266 -1.028 -0.991
C 5.444 -0.933 -1.710
C 6.587 -0.434 -1.106
C 6.551 -0.038 0.220
C 5.376 -0.135 0.943
C 0.768 0.080 1.669
C -0.349 -0.040 0.623
C -3.145 0.158 -0.711
C -4.131 -0.804 -0.842
H -6.236 -2.302 -2.010
H -7.118 -3.310 -0.838
H -5.339 -3.364 -0.887
H -6.172 0.170 1.656
H -4.414 1.887 1.897
H -2.629 3.027 0.743
H 1.002 2.059 -1.594
H 1.147 0.281 -1.531
H 3.097 1.339 -0.389
H 1.982 2.244 0.661
H 3.376 -1.426 -1.458
H 5.471 -1.250 -2.742
H 7.506 -0.360 -1.669
H 7.443 0.345 0.694
H 5.344 0.166 1.980
H 0.796 -0.807 2.304
H 0.597 0.970 2.285
H -1.315 -0.083 1.122
H -0.210 -0.958 0.042
H -2.316 0.163 -1.401
H -4.035 -1.536 -1.627
```

Here are the Mulliken charges for atoms 1 to 5, given in e:
1 C -0.82
2 O -0.46
3 C 0.78
4 C -0.66
5 C -0.45